[1]
Entry from the Open Molecules 2025 dataset: C34H26Br2IrN6O4SSe as an isolated structure (ωB97M-V with the def2-TZVPD basis set).

Summary:
Energy relative to the best compared isomer or geometry (same formula, charge and spin) in kcal per mole: 33.3
LUMO energy in eV: -3.53
Net charge: +1

CARTESIAN COORDINATES (ANGSTROEM)
1 Ir 0.143 0.144 -0.459
2 C -1.284 -3.461 1.534
3 C -0.821 -2.155 1.330
4 N -0.716 -1.623 0.126
5 C -1.086 -2.376 -0.949
6 C -1.569 -3.679 -0.828
7 C -1.649 -4.230 0.464
8 C -1.941 -4.380 -2.027
9 C -1.853 -3.797 -3.241
10 C -1.347 -2.461 -3.389
11 C -1.213 -1.795 -4.619
12 C -0.719 -0.516 -4.636
13 C -0.332 0.091 -3.439
14 N -0.415 -0.532 -2.278
15 C -0.942 -1.783 -2.238
16 H -1.342 -3.848 2.541
17 H -0.501 -1.547 2.162
18 H -1.984 -5.251 0.599
19 H -2.302 -5.396 -1.931
20 H -2.151 -4.331 -4.134
21 H -1.500 -2.291 -5.537
22 H -0.622 0.025 -5.566
23 H 0.034 1.110 -3.407
24 C 2.089 -2.739 0.086
25 C 2.855 -1.618 -0.535
26 C 4.225 -1.770 -0.824
27 C 4.947 -0.747 -1.359
28 C 4.325 0.491 -1.614
29 C 4.971 1.629 -2.142
30 Br 6.807 1.561 -2.586
31 C 4.284 2.792 -2.339
32 C 2.921 2.862 -2.032
33 Br 1.952 4.458 -2.287
34 C 2.226 1.780 -1.524
35 O 0.958 1.818 -1.240
36 C 2.950 0.584 -1.312
37 N 2.239 -0.474 -0.798
38 H 2.727 -3.609 0.224
39 H 1.241 -3.016 -0.538
40 H 1.714 -2.415 1.058
41 H 4.697 -2.718 -0.614
42 H 5.995 -0.883 -1.587
43 H 4.796 3.659 -2.731
44 O 3.421 -1.378 4.080
45 S 2.071 -0.904 4.116
46 O 1.093 -1.656 4.852
47 N 1.495 -0.685 2.583
48 C 1.145 0.555 2.392
49 O 0.535 0.990 1.358
50 C 1.470 1.496 3.494
51 C 1.314 2.868 3.516
52 C 1.688 3.545 4.671
53 C 2.197 2.854 5.768
54 C 2.368 1.473 5.731
55 C 2.002 0.818 4.575
56 H 0.916 3.387 2.653
57 H 1.580 4.620 4.722
58 H 2.466 3.394 6.665
59 H 2.771 0.937 6.580
60 C -4.665 -0.526 0.407
61 N -4.781 0.889 0.096
62 C -5.953 1.541 -0.225
63 C -5.621 2.807 -0.556
64 N -4.253 2.913 -0.433
65 C -3.463 4.087 -0.787
66 C -3.748 1.740 -0.018
67 Se -1.989 1.481 0.598
68 H -5.662 -0.939 0.529
69 H -4.095 -0.666 1.322
70 H -4.159 -1.046 -0.406
71 H -6.913 1.061 -0.176
72 H -6.237 3.637 -0.855
73 H -4.141 4.913 -0.982
74 H -2.873 3.886 -1.678
75 H -2.788 4.346 0.024

Population analysis type Löwdin, resulting atomic charges in e: Ir 1.27; C 0.01; C -0.09; N -0.07; C -0.18; C -0.14; C 0.02; C 0.00; C 0.00; C -0.13; C 0.02; C -0.01; C -0.06; N -0.05; C -0.14; H 0.13; H 0.10; H 0.13; H 0.13; H 0.13; H 0.13; H 0.12; H 0.13; C 0.00; C -0.26; C 0.01; C 0.00; C -0.18; C -0.63; Br 0.80; C -0.15; C -0.60; Br 0.80; C -0.43; O -0.29; C -0.12; N 0.07; H 0.10; H 0.07; H 0.06; H 0.12; H 0.09; H 0.10; O -0.28; S 0.65; O -0.30; N -0.04; C -0.48; O -0.32; C -0.14; C 0.01; C -0.05; C -0.05; C -0.02; C -0.20; H 0.12; H 0.11; H 0.11; H 0.13; C -0.01; N -0.12; C -0.02; C -0.02; N -0.12; C -0.01; C -0.63; Se 0.84; H 0.10; H 0.08; H 0.09; H 0.13; H 0.13; H 0.10; H 0.10; H 0.08

[2]
Entry from the Open Molecules 2025 dataset: a 3-piece molecular cluster, C10H28BrN2O2 overall (ωB97M-V with the def2-TZVPD basis set).

Summary:
Energy relative to the best compared isomer or geometry (same formula, charge and spin) in kcal per mole: 9.5
LUMO energy in eV: -1.94
Net charge: +1

CARTESIAN COORDINATES (ANGSTROEM)
1 Br 16.376 10.141 -10.078
2 C 21.181 13.507 -14.795
3 N 20.597 12.935 -13.547
4 C 20.935 11.457 -13.547
5 C 21.216 13.636 -12.381
6 C 19.092 13.130 -13.562
7 C 18.446 12.819 -12.238
8 O 18.829 11.541 -11.773
9 H 20.824 14.513 -14.994
10 H 21.023 12.812 -15.618
11 H 22.266 13.555 -14.697
12 H 20.658 11.087 -12.564
13 H 21.976 11.356 -13.836
14 H 20.315 10.991 -14.308
15 H 20.776 13.192 -11.488
16 H 20.891 14.669 -12.469
17 H 22.288 13.502 -12.288
18 H 18.756 12.590 -14.447
19 H 18.984 14.173 -13.870
20 H 17.360 12.891 -12.322
21 H 18.753 13.566 -11.499
22 H 18.044 11.233 -11.267
23 C 11.878 8.306 -10.403
24 N 11.915 9.373 -9.370
25 C 10.492 9.782 -9.062
26 C 12.531 8.794 -8.134
27 C 12.709 10.565 -9.885
28 C 13.026 11.608 -8.836
29 O 14.065 11.113 -8.028
30 H 12.888 7.944 -10.575
31 H 11.431 8.685 -11.318
32 H 11.270 7.495 -10.007
33 H 10.482 10.548 -8.295
34 H 10.078 8.863 -8.652
35 H 10.006 10.100 -9.977
36 H 13.557 8.546 -8.410
37 H 12.086 7.805 -8.000
38 H 12.487 9.398 -7.239
39 H 12.082 10.928 -10.703
40 H 13.613 10.133 -10.318
41 H 12.174 11.848 -8.203
42 H 13.357 12.504 -9.365
43 H 14.741 10.794 -8.671

Population analysis type Löwdin, resulting atomic charges in e: Br -0.11; C -0.01; N -0.36; C 0.03; C 0.02; C -0.09; C -0.24; O -0.13; H 0.11; H 0.11; H 0.11; H 0.10; H 0.11; H 0.11; H 0.10; H 0.12; H 0.12; H 0.14; H 0.13; H 0.13; H 0.12; H -0.10; C 0.00; N -0.37; C 0.03; C 0.01; C -0.12; C -0.24; O -0.14; H 0.12; H 0.11; H 0.11; H 0.10; H 0.11; H 0.11; H 0.11; H 0.11; H 0.12; H 0.14; H 0.05; H 0.12; H 0.13; H -0.11